[1]
114
Properties=species:S:1:pos:R:3:forces:R:3:lowdin_spin:R:1 method="wB97M-V/def2-TZVPD" total_charge=-2 orbital_gap_ev="3.66 / 5.73" spin_multiplicity=3 lumo_energy_ev="4.1 / 4.1" homo_energy_ev="0.434 / -1.634"
Co 0.3261 -0.4743 0.0907 -0.45 -0.56 -0.76 0.935
C -1.1433 5.8738 4.2785 -0.08 -0.13 0.09 0.000
C -1.7542 4.5494 4.7596 -0.06 0.12 0.08 0.000
C -1.5473 4.4604 6.2758 -0.02 -0.01 -0.26 0.000
C -3.2653 4.5611 4.4878 0.16 0.04 0.07 0.000
C -1.1212 3.3867 4.0032 -0.04 0.09 0.08 0.000
C -1.2144 3.3189 2.6183 0.09 -0.06 0.19 0.000
C -0.6748 2.2515 1.9381 0.04 -0.15 -0.58 0.000
Se -0.8103 2.1392 0.0224 -1.16 1.42 0.23 0.007
C -2.6418 1.5389 -0.0091 0.77 0.05 -0.10 0.000
C -3.7227 2.3657 0.1783 -0.11 -0.08 -0.03 0.000
C -4.9988 1.8164 0.2088 -0.12 0.13 0.03 0.000
C -5.0978 0.4560 -0.0809 0.00 0.13 0.05 0.000
C -4.0307 -0.3908 -0.3188 0.04 -0.16 -0.09 0.000
C -2.7075 0.1239 -0.1536 -0.08 0.75 0.04 0.000
O -1.6343 -0.5539 -0.1443 -1.11 -0.52 -0.10 0.002
C -4.3450 -1.8276 -0.7310 -0.07 -0.20 -0.03 0.000
C -5.3003 -1.8077 -1.9394 0.08 -0.02 0.18 0.000
C -5.0111 -2.5602 0.4425 0.04 0.08 -0.15 0.000
C -3.1085 -2.6271 -1.1390 -0.07 0.00 0.09 0.001
C -6.2593 2.6020 0.5460 -0.14 0.06 -0.02 0.000
C -6.9458 1.9423 1.7531 0.03 0.11 -0.14 0.000
C -5.9677 4.0583 0.9195 -0.02 -0.24 -0.07 0.000
C -7.2130 2.6017 -0.6590 0.07 0.03 0.19 0.000
C -0.0075 1.1689 2.5575 -0.34 0.57 0.09 0.000
O 0.4787 0.2022 1.8699 0.21 0.18 1.21 -0.002
C 0.1290 1.2740 3.9782 0.13 -0.27 -0.11 0.000
C -0.4358 2.3511 4.6343 -0.12 0.17 0.06 0.000
C 0.8974 0.2000 4.7376 0.11 -0.09 0.14 0.000
C 2.3185 0.1109 4.1721 -0.07 0.01 -0.06 0.000
C 1.0202 0.4812 6.2406 -0.08 0.00 -0.26 0.000
C 0.1809 -1.1432 4.5726 -0.02 0.05 -0.08 0.000
H -1.5690 6.7173 4.8252 -0.07 0.11 0.04 0.000
H -0.0662 5.8684 4.4338 0.13 0.00 0.01 0.000
H -1.3292 6.0202 3.2188 0.00 0.05 -0.16 0.000
H -2.0069 5.3197 6.7671 -0.05 0.07 -0.01 0.000
H -2.0054 3.5587 6.6753 -0.01 -0.13 0.10 0.000
H -0.4885 4.4568 6.5250 0.13 -0.03 0.07 0.000
H -3.7531 5.3860 5.0106 -0.05 0.12 0.05 0.000
H -3.4604 4.6620 3.4243 -0.08 0.01 -0.15 0.000
H -3.7103 3.6263 4.8219 -0.07 -0.11 0.02 0.000
H -1.7087 4.0920 2.0436 -0.04 0.07 -0.01 0.000
H -3.5470 3.4248 0.3030 -0.03 0.09 0.08 0.000
H -6.0927 0.0289 -0.1230 -0.08 -0.07 -0.02 0.000
H -6.2513 -1.3346 -1.7023 -0.11 0.05 0.01 0.000
H -4.8456 -1.2543 -2.7590 0.04 0.04 -0.10 0.000
H -5.5058 -2.8241 -2.2779 0.00 -0.12 -0.02 0.000
H -5.9302 -2.0639 0.7507 -0.11 0.05 0.06 0.000
H -5.2472 -3.5892 0.1676 -0.03 -0.14 -0.02 0.000
H -4.3277 -2.5742 1.2881 0.05 -0.04 0.15 0.000
H -2.5658 -2.1333 -1.9405 0.15 0.03 -0.05 0.000
H -2.4302 -2.7370 -0.2997 0.03 -0.04 -0.09 0.001
H -3.4013 -3.6224 -1.4806 -0.12 -0.08 -0.04 0.000
H -6.2621 1.9321 2.5993 0.05 -0.01 0.12 0.000
H -7.8495 2.4843 2.0384 -0.11 0.07 0.02 0.000
H -7.2186 0.9138 1.5327 -0.04 -0.13 0.00 0.000
H -5.2866 4.1065 1.7653 0.12 0.06 0.10 0.000
H -5.5266 4.5947 0.0826 0.10 0.10 -0.08 0.000
H -6.8950 4.5639 1.1978 -0.05 0.01 0.00 0.000
H -7.4857 1.5871 -0.9379 -0.05 -0.12 -0.05 0.000
H -8.1260 3.1564 -0.4340 -0.13 0.06 0.02 0.000
H -6.7242 3.0643 -1.5147 0.02 0.04 -0.10 0.000
H -0.3421 2.3911 5.7065 0.05 -0.02 0.15 0.000
H 2.8310 1.0681 4.2786 0.06 0.13 0.07 0.000
H 2.8922 -0.6533 4.6947 0.11 -0.12 0.10 0.000
H 2.2853 -0.1564 3.1230 0.04 0.01 -0.06 0.000
H 1.5259 1.4278 6.4273 0.04 0.12 0.07 0.000
H 0.0438 0.4955 6.7220 -0.12 0.06 0.12 0.000
H 1.6088 -0.3123 6.7013 0.05 -0.08 0.02 0.000
H 0.0183 -1.3560 3.5227 -0.01 -0.03 -0.06 0.000
H 0.7793 -1.9500 4.9934 0.08 -0.14 0.09 0.000
H -0.7867 -1.1195 5.0739 -0.11 0.01 0.09 0.000
C 0.1440 0.6154 -2.9463 0.04 0.16 0.14 0.022
C 0.5209 -0.8240 -2.7918 0.16 0.03 -0.58 0.116
C 0.9927 -1.5120 -3.8927 -0.12 0.31 0.02 0.073
C 1.1686 -2.8878 -3.8479 0.16 -0.15 -0.11 0.207
C 0.7998 -3.5679 -2.6746 0.09 -0.13 -0.25 0.012
C 0.8156 -4.9694 -2.5900 0.01 -0.02 0.06 0.120
C 0.4738 -5.6213 -1.4124 0.03 -0.32 -0.01 0.048
C 0.1455 -4.8834 -0.2985 -0.03 0.06 -0.03 0.094
C 0.1306 -3.4842 -0.3572 -0.06 -0.17 0.15 0.083
S -0.1062 -2.6066 1.1433 0.36 -0.61 0.48 0.065
C 0.4208 -2.7806 -1.5400 -0.11 -0.42 0.14 0.006
N 0.3402 -1.4226 -1.5877 0.02 -0.24 -0.86 0.134
H -0.0954 0.8356 -3.9868 -0.01 -0.03 -0.05 0.002
H 0.9466 1.2846 -2.6265 -0.14 0.05 0.00 0.007
H -0.7282 0.8229 -2.3267 -0.02 0.07 -0.06 0.002
H 1.2090 -0.9643 -4.8023 -0.14 0.07 -0.04 0.000
H 1.5263 -3.4388 -4.7096 0.00 -0.05 0.00 0.014
H 1.1242 -5.5335 -3.4637 -0.04 0.00 -0.03 0.005
H 0.4847 -6.7061 -1.3661 0.01 0.03 0.01 0.001
H -0.0829 -5.3528 0.6478 -0.02 -0.08 0.03 0.009
S 1.9118 -2.3485 1.6179 0.17 -0.75 0.40 0.018
C 2.1071 -1.1334 0.3593 0.50 -0.30 0.38 -0.023
C 3.5333 2.0162 -1.4819 -0.34 -0.14 0.09 0.012
P 2.2248 1.2923 -0.3297 1.94 0.97 -0.16 0.025
C 2.4570 2.5952 0.9644 -0.13 -0.09 -0.11 0.004
C 3.1825 -0.0901 0.3559 -0.41 0.35 -0.10 -0.001
C 3.1725 -1.2658 -0.6751 -0.18 -0.07 -0.59 -0.002
C 4.2233 -2.2465 -0.5116 0.30 -0.12 0.27 -0.001
C 5.0335 -2.2506 0.5671 -0.05 -0.56 -0.54 0.001
C 5.0779 -1.1377 1.4619 0.05 0.64 0.43 0.000
C 4.2864 -0.0578 1.2832 0.34 -0.18 0.17 0.001
H 4.4891 2.1159 -0.9682 0.11 0.03 0.04 0.002
H 3.2098 2.9943 -1.8382 -0.02 0.10 -0.05 0.000
H 3.6586 1.3582 -2.3401 0.02 -0.05 -0.11 0.000
H 3.5082 2.8800 1.0265 0.04 0.05 0.07 0.001
H 2.1063 2.2364 1.9280 0.00 0.06 0.06 0.000
H 1.8608 3.4637 0.6755 0.05 0.05 0.10 0.000
H 2.9055 -1.0316 -1.7048 -0.10 -0.04 0.01 0.001
H 4.3198 -2.9947 -1.2889 0.04 -0.08 0.02 0.000
H 5.7522 -3.0499 0.7079 0.01 -0.04 -0.06 0.000
H 5.8469 -1.1326 2.2253 0.03 0.10 0.05 0.000
H 4.4552 0.8505 1.8456 0.04 0.06 0.13 0.000

=====

[2]
139
Properties=species:S:1:pos:R:3:forces:R:3:lowdin_charge:R:1 method="wB97M-V/def2-TZVPD" orbital_gap_ev=7.70 lumo_energy_ev=-2.0 homo_energy_ev=-9.682 smiles="N#C[C@](O)(CC=O)[C@](C#N)(CCC(F)(F)F)N(C(=O)F)C(=O)F.O=C1CCCO1.O=C1CCCO1.O=C1CCCO1.O=C1CCCO1.O=C1CCCO1.O=C1CCCO1.O=C1CCCO1.O=C1CCCO1.O=C1CCCO1"
N 5.4165 -1.2716 3.9600 -2.33 5.54 -10.85 0.159
C 5.1667 -0.7063 2.7983 1.05 -5.70 7.52 -0.047
C 4.8361 -0.4597 1.1777 2.03 1.35 -0.06 -0.329
O 5.6959 -1.3174 0.3498 -2.43 0.88 2.29 -0.021
C 5.3643 1.1037 0.8987 1.59 0.01 1.67 -0.067
C 6.7413 1.2408 1.8387 4.59 -2.37 -3.06 -0.125
O 7.8839 0.7782 1.3258 -6.77 2.99 3.23 -0.061
C 3.2469 -0.4816 0.8140 -1.27 2.64 0.41 -0.265
C 3.0550 0.5184 -0.5133 -1.39 3.75 -7.96 -0.053
N 2.8738 1.2036 -1.6200 1.74 -6.50 10.60 0.161
C 2.2947 0.2208 1.9965 -1.18 0.55 -0.28 -0.076
C 0.6676 0.0864 1.6356 -0.19 -0.05 0.10 -0.056
C -0.2602 0.9596 2.7108 0.54 -1.07 -0.86 -0.205
F -0.3005 0.1669 3.9855 -0.30 3.25 -3.89 0.002
F 0.3179 2.3087 2.9266 -2.53 -4.48 -0.23 0.020
F -1.6340 1.0014 2.0895 4.20 0.31 2.73 -0.008
N 2.6337 -1.8163 0.5211 0.49 -1.91 -1.00 0.065
C 2.8457 -2.3152 -0.8809 4.76 -4.60 -3.94 -0.119
O 3.8688 -3.0676 -1.3238 -7.69 5.63 3.32 0.051
F 1.7847 -2.0195 -1.9157 3.26 -0.49 4.21 0.005
C 2.8473 -2.8554 1.5862 4.11 -5.65 1.64 -0.128
O 3.7877 -3.8015 1.6257 -7.10 7.06 -0.49 0.086
F 1.8569 -2.8602 2.7265 2.98 0.69 -4.06 0.008
H 5.6810 -2.2475 0.7279 0.22 0.82 -0.43 0.066
H 4.6291 1.9144 1.3157 1.15 -1.68 -1.08 0.129
H 5.7213 1.2763 -0.2017 -1.01 -0.54 2.12 0.147
H 6.7067 1.6931 2.9315 -0.01 -0.87 -2.18 0.149
H 2.4222 -0.2832 3.0451 0.24 1.04 -1.96 0.129
H 2.5185 1.3823 1.9874 -0.26 -2.56 0.32 0.139
H 0.2944 -1.0433 1.6916 0.84 2.61 0.13 0.133
H 0.4368 0.4685 0.5538 0.42 -0.41 2.16 0.125
O -0.6361 3.1044 0.2417 -1.55 0.65 -0.62 0.077
C -1.6651 3.2733 -0.3914 1.44 -0.44 1.15 -0.455
C -2.0214 2.5804 -1.6717 0.00 0.14 -0.47 -0.082
C -3.1547 3.4309 -2.1872 -0.36 -0.04 -0.91 -0.155
C -3.7665 3.9686 -0.9201 -0.85 0.15 -0.14 -0.167
O -2.6810 4.0989 -0.0033 1.06 -0.27 0.21 0.030
H -2.3471 1.5608 -1.4476 0.16 0.02 -0.01 0.138
H -1.1771 2.5740 -2.3648 0.00 -0.28 0.33 0.132
H -3.8661 2.8815 -2.8094 0.02 0.16 0.15 0.126
H -2.7510 4.2577 -2.7842 -0.10 -0.11 0.08 0.125
H -4.5051 3.2830 -0.4916 0.04 0.07 -0.06 0.124
H -4.2366 4.9439 -1.0759 0.13 -0.13 0.22 0.116
O 1.7361 -1.1685 5.8355 -1.71 -1.02 0.21 0.090
C 0.8839 -2.0067 6.0793 1.50 1.62 -0.20 -0.466
C 1.1444 -3.4575 6.3502 -0.02 -0.50 -0.26 -0.086
C -0.2281 -4.0608 6.1898 -0.15 -0.91 -0.13 -0.169
C -1.1358 -2.9254 6.5846 -0.69 -0.17 0.18 -0.168
O -0.4508 -1.7391 6.1856 0.77 0.21 -0.20 0.018
H 1.5209 -3.5686 7.3708 0.12 0.07 -0.13 0.138
H 1.8519 -3.8725 5.6287 0.16 0.26 0.31 0.127
H -0.3821 -4.9630 6.7877 -0.07 0.14 -0.08 0.120
H -0.3945 -4.3200 5.1371 -0.02 0.02 0.17 0.121
H -1.3043 -2.8846 7.6658 0.01 0.02 -0.07 0.130
H -2.1032 -2.9810 6.0769 0.16 0.26 0.10 0.130
O -1.9528 -1.2178 -4.7018 0.67 -1.64 -0.75 0.093
C -1.2405 -2.1580 -5.0129 -1.23 1.47 0.74 -0.456
C 0.2248 -2.2723 -4.7196 0.41 -0.04 -0.25 -0.089
C 0.6461 -3.3882 -5.6420 0.63 -0.23 -0.27 -0.181
C -0.6083 -4.2144 -5.7548 0.18 -0.62 -0.21 -0.163
O -1.6838 -3.2830 -5.6469 -0.28 0.82 0.26 0.029
H 0.3590 -2.5410 -3.6681 -0.08 0.19 -0.08 0.114
H 0.7472 -1.3413 -4.9515 -0.22 -0.04 0.36 0.132
H 1.5050 -3.9573 -5.2765 -0.25 0.07 -0.17 0.113
H 0.9073 -2.9743 -6.6235 -0.03 -0.22 0.29 0.111
H -0.6979 -4.9468 -4.9457 -0.05 0.03 -0.03 0.126
H -0.6678 -4.7368 -6.7141 -0.23 0.11 0.18 0.130
O -7.1758 3.8418 -2.1678 0.05 -1.41 1.23 0.091
C -7.6110 3.0605 -1.3381 0.24 1.25 -1.39 -0.455
C -8.9322 3.1801 -0.6408 -0.13 0.22 0.36 -0.103
C -8.7722 2.2167 0.5080 -0.46 0.08 0.77 -0.167
C -7.8131 1.1969 -0.0478 -0.07 -0.67 0.40 -0.167
O -6.9711 1.9206 -0.9439 0.26 0.67 -0.44 0.016
H -9.7268 2.8694 -1.3248 0.07 0.15 -0.05 0.139
H -9.1011 4.2002 -0.2883 -0.01 -0.24 -0.44 0.101
H -9.7152 1.7805 0.8479 0.14 -0.05 -0.05 0.113
H -8.3121 2.7334 1.3591 -0.11 -0.06 -0.17 0.112
H -8.3245 0.4080 -0.6093 0.07 0.04 -0.01 0.127
H -7.2065 0.7367 0.7376 0.10 0.04 -0.31 0.128
O 6.6335 -3.7632 0.9789 0.91 -1.13 -0.99 0.082
C 6.7267 -4.6860 0.1864 -0.23 1.21 0.66 -0.409
C 5.5806 -5.4858 -0.3547 -0.17 -0.52 0.04 -0.088
C 6.2806 -6.6870 -0.9384 -0.37 -0.81 -0.15 -0.157
C 7.6248 -6.1292 -1.3266 0.34 -0.56 -0.59 -0.161
O 7.9005 -5.1090 -0.3680 -0.53 0.70 0.86 0.030
H 5.0676 -4.9007 -1.1229 0.03 -0.02 0.26 0.110
H 4.8890 -5.7720 0.4410 0.01 0.43 -0.17 0.126
H 5.7448 -7.1415 -1.7760 0.15 0.05 0.09 0.124
H 6.4064 -7.4517 -0.1622 0.01 0.08 -0.17 0.126
H 7.6151 -5.6776 -2.3242 0.02 0.01 0.09 0.131
H 8.4088 -6.8912 -1.2900 0.03 0.34 0.06 0.132
O 12.8711 -2.8948 2.8276 -1.68 0.63 -0.69 0.092
C 11.8421 -2.7259 2.1945 1.53 -0.32 1.38 -0.461
C 11.4858 -3.4189 0.9143 -0.02 0.10 -0.58 -0.088
C 10.3525 -2.5683 0.3988 -0.31 -0.02 -0.88 -0.163
C 9.7407 -2.0307 1.6659 -0.93 0.32 -0.14 -0.162
O 10.8262 -1.9003 2.5826 1.07 -0.37 0.10 0.034
H 11.1601 -4.4384 1.1384 0.16 0.02 0.01 0.133
H 12.3301 -3.4252 0.2211 0.02 -0.27 0.34 0.129
H 9.6410 -3.1177 -0.2234 0.02 0.13 0.16 0.102
H 10.7562 -1.7415 -0.1982 -0.09 -0.09 0.09 0.124
H 9.0020 -2.7162 2.0943 0.05 0.05 -0.05 0.124
H 9.2706 -1.0553 1.5100 0.15 -0.19 0.27 0.101
O -7.8561 5.1950 1.3921 1.04 1.46 0.83 0.102
C -7.1804 6.2043 1.5060 -1.24 -1.39 -0.19 -0.430
C -6.5384 6.9522 0.3770 0.48 0.04 -0.22 -0.075
C -5.5471 7.8280 1.1008 0.74 0.39 -0.39 -0.164
C -6.2074 8.0381 2.4383 0.30 0.64 0.38 -0.170
O -6.9377 6.8386 2.6905 -0.37 -0.79 -0.45 0.034
H -7.3004 7.5417 -0.1403 -0.02 -0.21 -0.05 0.143
H -6.0401 6.2697 -0.3152 -0.48 0.02 -0.03 0.114
H -5.3258 8.7625 0.5785 -0.02 -0.10 0.15 0.122
H -4.6045 7.2833 1.2339 -0.12 0.12 0.00 0.124
H -6.9091 8.8787 2.4280 0.03 -0.08 0.01 0.129
H -5.4745 8.1979 3.2345 -0.30 -0.14 0.02 0.129
O 3.0504 -3.0805 -7.4778 0.94 0.59 1.64 0.099
C 3.7558 -2.5990 -6.6067 -1.26 -0.57 -1.62 -0.446
C 5.1183 -2.0114 -6.8178 0.53 -0.14 0.07 -0.081
C 5.6570 -1.9477 -5.4110 0.88 0.11 0.20 -0.162
C 4.4076 -1.7785 -4.5867 0.21 0.36 0.82 -0.159
O 3.3897 -2.4824 -5.2965 -0.06 -0.31 -0.77 0.002
H 5.0139 -1.0163 -7.2591 -0.03 -0.14 -0.11 0.139
H 5.7311 -2.6549 -7.4532 -0.32 0.25 -0.19 0.133
H 6.3858 -1.1474 -5.2573 -0.13 -0.12 0.07 0.124
H 6.1412 -2.8992 -5.1597 -0.05 0.16 0.00 0.122
H 4.1083 -0.7290 -4.4961 -0.01 -0.07 0.00 0.134
H 4.5193 -2.2030 -3.5847 -0.29 0.05 -0.20 0.108
O -11.7975 6.1120 -0.7898 -0.26 -1.57 1.41 0.107
C -12.2327 5.3308 0.0399 0.71 1.37 -1.77 -0.453
C -13.5539 5.4504 0.7373 -0.22 0.15 0.49 -0.086
C -13.3938 4.4870 1.8860 -0.54 0.01 0.78 -0.168
C -12.4348 3.4671 1.3302 0.03 -0.64 0.36 -0.170
O -11.5927 4.1909 0.4341 -0.05 0.66 -0.35 0.007
H -14.3485 5.1396 0.0532 0.07 0.17 -0.03 0.137
H -13.7228 6.4705 1.0897 -0.04 -0.10 -0.42 0.132
H -14.3369 4.0507 2.2259 0.18 -0.01 -0.02 0.121
H -12.9338 5.0037 2.7372 -0.07 -0.13 -0.12 0.125
H -12.9462 2.6782 0.7687 0.04 0.04 0.02 0.131
H -11.8282 3.0069 2.1156 0.08 0.06 -0.29 0.128